# 1
Formula: C24H40BrN2O2SSi2V
Source: OMol25
Level of theory: ωB97M-V/def2-TZVPD

As for the charge: +1. The value obtained for the energy above the lowest of the compared OMol25 structures with the same formula, charge and spin is 0.00 kcal per mole. The spin multiplicity is 2. The HOMO energy (alpha / beta) is -11.608 / -11.611 eV.

```
73
Properties=species:S:1:pos:R:3:forces:R:3
V 0.0691 -0.1569 -0.1794 -0.3 -0.2 -0.7
C 3.4069 4.0206 1.5635 0.0 0.0 -0.1
Si 2.7623 3.2817 3.1440 0.0 -0.1 0.0
C 2.2407 4.6464 4.3003 0.0 0.0 0.0
C 4.0359 2.1712 3.9279 0.0 0.0 0.0
C 1.2225 2.1787 2.8901 -0.1 0.0 0.0
C 0.3054 2.0716 3.9406 0.0 0.0 0.0
C -0.8264 1.2667 3.8663 0.0 0.0 0.1
C -1.0250 0.5172 2.7305 0.0 0.0 0.0
N -0.1383 0.5654 1.7300 -0.1 0.0 0.0
C 0.9229 1.3922 1.7831 0.0 0.0 0.2
S 1.7886 1.3246 0.2435 0.1 0.0 0.0
H 4.1700 4.7585 1.8241 0.0 0.0 0.0
H 2.6273 4.5359 0.9997 0.0 0.0 0.0
H 3.8704 3.2805 0.9119 0.0 0.0 0.0
H 3.0788 5.3316 4.4457 0.0 0.0 0.0
H 1.9496 4.2834 5.2872 0.0 0.0 0.0
H 1.4100 5.2236 3.8895 0.0 0.0 0.0
H 4.9440 2.7309 4.1624 0.0 0.0 0.0
H 4.3108 1.3528 3.2584 0.0 0.0 0.0
H 3.6632 1.7344 4.8568 0.0 0.0 0.0
H 0.4674 2.6493 4.8428 0.0 0.0 0.0
H -1.5392 1.2204 4.6765 0.0 0.0 0.0
H -1.8796 -0.1312 2.6001 0.0 0.0 0.0
C 2.4142 -1.5940 2.1118 0.0 0.0 0.0
Si 1.4034 -2.1794 0.6460 -0.1 -0.1 0.0
C 2.5747 -2.7616 -0.7498 -0.1 0.0 0.0
C 1.8678 -3.0866 -2.0710 0.0 0.0 0.0
C 3.6460 -1.6952 -1.0015 0.0 0.0 0.0
C 3.2813 -4.0414 -0.2661 0.0 0.0 0.0
C 0.1383 -3.4709 1.2848 0.0 0.0 0.0
C 0.8526 -4.4365 2.2480 0.0 0.0 0.0
C -0.9554 -2.7623 2.0948 0.0 0.0 0.0
C -0.5242 -4.2797 0.1672 0.0 0.0 0.0
H 3.0494 -2.4078 2.4698 0.0 0.0 0.0
H 1.7729 -1.2904 2.9420 0.0 0.0 0.0
H 3.0532 -0.7519 1.8497 0.0 0.0 0.0
H 1.3257 -2.2342 -2.4837 0.0 0.0 0.0
H 1.1550 -3.9026 -1.9648 0.0 0.0 0.0
H 2.6072 -3.3912 -2.8182 0.0 0.0 0.0
H 3.2285 -0.7499 -1.3581 0.0 0.0 0.0
H 4.3497 -2.0533 -1.7589 0.0 0.0 0.0
H 4.2190 -1.4698 -0.1007 0.0 0.0 0.0
H 2.5895 -4.8800 -0.1888 0.0 0.0 0.0
H 3.7720 -3.9084 0.7000 0.0 0.0 0.0
H 4.0535 -4.3206 -0.9894 0.0 0.0 0.0
H 1.2847 -3.9181 3.1050 0.0 0.0 0.0
H 1.6414 -5.0100 1.7631 0.0 0.0 0.0
H 0.1204 -5.1511 2.6361 0.0 0.0 0.0
H -0.5305 -2.1647 2.9048 0.0 0.0 0.0
H -1.6080 -3.5114 2.5536 0.0 0.0 0.0
H -1.5834 -2.1236 1.4708 0.0 0.0 0.0
H 0.1888 -4.9259 -0.3454 0.0 0.0 0.0
H -1.0096 -3.6389 -0.5719 0.0 0.0 0.0
H -1.2955 -4.9279 0.5948 0.0 0.0 0.0
Br -4.2410 -4.2434 -6.0347 0.0 0.0 0.0
C -3.7744 -3.2320 -4.5162 0.0 0.0 0.0
C -4.7590 -2.5281 -3.8358 0.0 0.0 0.0
C -4.4123 -1.7872 -2.7206 0.0 0.0 0.0
C -3.0904 -1.7493 -2.2873 0.1 0.0 0.0
C -2.1154 -2.4641 -2.9793 0.0 0.0 0.0
C -2.4520 -3.2085 -4.0969 0.0 0.0 0.0
C -2.7681 -0.9305 -1.0925 -0.3 0.0 0.0
O -3.5744 -0.3195 -0.4493 0.1 0.0 0.0
O -1.4531 -0.9055 -0.7544 0.5 0.2 0.4
H -5.7832 -2.5629 -4.1785 0.0 0.0 0.0
H -5.1598 -1.2292 -2.1734 0.0 0.0 0.0
H -1.0902 -2.4633 -2.6305 0.0 0.0 0.0
H -1.7017 -3.7706 -4.6350 0.0 0.0 0.0
N 0.6406 0.1625 -2.2641 0.0 -0.1 0.1
H 1.5891 -0.1125 -2.5047 0.0 0.0 0.0
H 0.5545 1.1518 -2.4850 0.0 0.0 0.0
H 0.0117 -0.3451 -2.8827 0.0 0.0 0.0
```
Positions in Å, forces in eV/Å.

# 2
Formula: C24H40Cl20N2
Source: OMol25
Level of theory: ωB97M-V/def2-TZVPD

The value obtained for the energy above the lowest of the compared OMol25 structures with the same formula, charge and spin is 0.00 kcal per mole. The spin multiplicity is 1. The HOMO energy is -10.038 eV. Its structure (SMILES) is C#CC[C@@](C)(C#N)[C@@H](C#N)CCCCCC.ClCCl.ClCCl.ClCCl.ClCCl.ClCCl.ClCCl.ClCCl.ClCCl.ClCCl.ClCCl.

```
86
Properties=species:S:1:pos:R:3:forces:R:3
C -0.8033 -3.2233 0.1913 -1.0 -0.4 -1.1
C 0.0208 -2.3895 -0.0174 0.8 0.4 0.1
C 1.1409 -1.4546 -0.0092 -0.5 0.0 -0.2
C 1.3420 -0.6876 -1.3552 1.5 -0.3 0.0
C 2.6248 -1.2637 -2.0100 -0.9 -0.8 -0.3
C 0.2665 -0.9041 -2.3285 -0.9 0.4 0.4
N -0.6537 -1.0144 -3.0113 0.5 -0.1 -0.1
C 1.6263 0.8084 -1.0631 -0.3 0.1 0.5
C 2.0154 1.5253 -2.2831 0.2 0.2 -0.4
N 2.3925 2.0856 -3.2161 -0.2 -0.2 0.3
C 0.5608 1.5958 -0.2936 -0.4 1.1 -0.6
C -0.7616 1.8244 -1.0602 -0.3 -1.0 0.4
C -1.8396 0.9117 -0.4350 -0.1 0.7 0.1
C -3.1610 0.8272 -1.2141 0.4 -0.5 -0.2
C -3.6366 -0.6118 -1.4737 -0.8 -0.2 0.1
C -4.7756 -1.0792 -0.5254 0.6 -0.2 -0.3
H -1.5802 -3.9514 0.1895 0.0 0.0 0.2
H 0.9941 -0.7689 0.8274 0.0 0.1 -0.1
H 2.0526 -2.0154 0.2021 0.0 0.0 0.0
H 2.4376 -2.3200 -2.2239 0.1 0.0 0.1
H 3.4815 -1.2096 -1.3428 0.0 0.3 -0.1
H 2.8049 -0.8015 -2.9736 0.2 0.2 0.1
H 2.5255 0.8150 -0.4357 0.0 -0.1 -0.1
H 0.3038 1.1641 0.6715 0.4 -0.3 -0.1
H 0.9956 2.5758 -0.0794 0.2 -0.1 0.1
H -1.1074 2.8553 -0.9980 0.2 0.1 -0.1
H -0.6438 1.5516 -2.1117 0.0 0.2 -0.1
H -2.0476 1.3437 0.5488 0.0 -0.2 0.1
H -1.4152 -0.0787 -0.2545 -0.1 -0.1 -0.1
H -3.0492 1.3368 -2.1733 0.0 0.1 0.0
H -3.9397 1.3551 -0.6646 0.0 0.1 -0.1
H -2.8191 -1.3286 -1.3982 0.2 0.2 -0.1
H -4.0199 -0.7140 -2.4907 0.1 0.2 -0.1
H -5.1986 -0.2467 0.0353 0.0 0.0 0.1
H -4.3805 -1.8257 0.1651 -0.2 0.1 0.2
H -5.5725 -1.5549 -1.0962 -0.1 0.0 0.1
Cl -0.6657 2.6416 2.5872 -0.1 0.2 0.2
C 0.5243 2.6991 3.8925 0.0 0.0 0.1
Cl 1.8652 1.5806 3.6021 0.0 0.0 0.0
H 0.9194 3.7060 3.9586 0.1 0.0 -0.1
H 0.0359 2.4231 4.8193 0.0 -0.1 0.0
Cl -5.9169 2.7704 -2.3778 -0.2 0.0 0.0
C -5.0472 3.5270 -3.7139 0.0 0.0 -0.1
Cl -3.3996 3.9687 -3.2455 0.1 0.1 -0.1
H -4.9940 2.8239 -4.5354 0.1 -0.1 0.0
H -5.5740 4.4242 -4.0160 0.0 0.0 0.1
Cl 0.4591 -4.5862 5.4992 0.0 -0.2 -0.2
C 0.5395 -3.2962 4.2860 0.0 -0.1 0.0
Cl -0.0169 -3.8107 2.6869 0.4 0.0 0.9
H -0.0858 -2.4762 4.6174 -0.1 0.0 0.0
H 1.5713 -2.9749 4.2043 0.0 -0.1 0.0
Cl 5.2425 -0.0276 -3.4714 0.3 0.1 -0.1
C 4.7431 0.5364 -5.0743 -0.1 0.1 0.0
Cl 6.0468 0.3967 -6.2584 0.0 0.0 0.0
H 3.9059 -0.0665 -5.4065 0.0 0.0 0.0
H 4.4488 1.5756 -4.9945 0.0 0.0 0.0
Cl -2.8301 -4.9197 8.5068 0.0 0.0 -0.1
C -1.6787 -6.0924 7.8553 0.0 0.0 0.0
Cl -1.2715 -7.3406 9.0404 0.0 0.0 0.0
H -2.1192 -6.5671 6.9869 -0.1 0.0 0.0
H -0.7738 -5.5684 7.5783 0.0 0.0 0.1
Cl 3.9652 -2.7014 6.4819 0.0 0.0 0.0
C 2.9331 -1.9429 7.7009 0.0 0.0 0.0
Cl 1.2442 -1.8880 7.1833 0.0 0.3 0.2
H 2.9943 -2.5192 8.6161 0.0 -0.1 0.0
H 3.2789 -0.9297 7.8659 0.0 0.0 -0.1
Cl -0.2835 0.8100 -6.4434 0.0 0.0 0.0
C -1.4122 1.6689 -5.3925 0.1 0.0 0.2
Cl -3.0609 1.6569 -6.0467 0.0 -0.1 0.0
H -1.4246 1.1807 -4.4235 0.0 -0.1 -0.1
H -1.0880 2.6983 -5.2982 0.0 0.0 -0.1
Cl 3.8591 4.1923 -0.2403 -0.1 0.0 0.0
C 4.8862 3.9914 -1.6694 0.0 0.0 -0.1
Cl 6.5495 3.5840 -1.2329 0.0 0.0 0.0
H 4.4773 3.1912 -2.2754 0.0 0.0 0.1
H 4.8891 4.9227 -2.2225 0.0 0.0 0.1
Cl -2.0953 5.5475 0.0630 -0.1 0.0 0.0
C -1.3238 6.4907 1.3403 0.0 0.0 0.1
Cl 0.3417 6.9220 0.9318 0.0 0.0 0.0
H -1.8926 7.4002 1.4912 0.0 0.0 -0.1
H -1.3126 5.8951 2.2457 0.0 -0.1 0.0
Cl -0.3872 -6.5892 -0.8272 0.0 0.0 0.0
C 0.4098 -5.7011 -2.1318 -0.1 0.1 0.0
Cl 2.0467 -5.2020 -1.6838 0.0 0.0 0.0
H 0.4700 -6.3441 -3.0013 0.1 -0.1 0.0
H -0.1732 -4.8134 -2.3516 0.0 0.0 0.1
```
Positions in Å, forces in eV/Å.